[1]
ORCA calculation (ωB97M-V/def2-TZVPD) on a structure of composition C68H84AsHgN12OSe.

Atoms and positions in Å:
Hg (-1.383, -0.121, 0.348)
C (-5.243, -0.897, -0.419)
C (-5.091, 0.582, 0.015)
N (-4.273, 0.808, 1.191)
C (-4.840, 0.487, 2.488)
C (-4.892, -1.028, 2.757)
N (-3.606, -1.627, 2.490)
C (-3.545, -2.938, 1.892)
C (-4.188, -2.966, 0.479)
N (-4.062, -1.714, -0.242)
H (-5.562, -0.880, -1.471)
H (-6.072, -1.341, 0.135)
H (-6.114, 0.982, 0.139)
H (-4.615, 1.135, -0.798)
H (-3.959, 1.768, 1.181)
H (-5.855, 0.901, 2.622)
H (-4.183, 0.935, 3.239)
H (-5.632, -1.490, 2.106)
H (-5.237, -1.181, 3.791)
H (-2.967, -1.533, 3.265)
H (-4.023, -3.731, 2.495)
H (-2.482, -3.177, 1.801)
H (-5.246, -3.237, 0.573)
H (-3.700, -3.770, -0.079)
H (-3.507, -1.796, -1.077)
C (4.652, -9.841, -9.077)
O (3.323, -9.358, -9.109)
C (2.946, -8.490, -8.139)
C (1.681, -7.916, -8.275)
C (1.234, -6.989, -7.361)
C (2.029, -6.609, -6.275)
C (3.270, -7.221, -6.125)
C (3.731, -8.152, -7.043)
C (1.550, -5.592, -5.343)
N (0.475, -4.860, -5.508)
C (0.401, -4.048, -4.408)
C (1.458, -4.297, -3.553)
N (2.185, -5.284, -4.167)
C (1.628, -3.646, -2.298)
C (2.670, -3.895, -1.394)
C (2.694, -3.222, -0.198)
C (1.663, -2.317, 0.087)
N (0.680, -2.070, -0.751)
C (0.642, -2.701, -1.931)
C (-0.469, -2.404, -2.836)
N (-1.371, -1.495, -2.442)
C (-2.367, -1.191, -3.244)
C (-2.557, -1.784, -4.495)
C (-1.659, -2.735, -4.912)
C (-0.585, -3.066, -4.078)
H (4.784, -10.423, -9.984)
H (4.826, -10.482, -8.208)
H (5.372, -9.018, -9.066)
H (1.068, -8.210, -9.117)
H (0.257, -6.538, -7.468)
H (3.912, -6.977, -5.288)
H (4.702, -8.600, -6.889)
H (3.015, -5.718, -3.808)
H (3.443, -4.617, -1.632)
H (3.481, -3.394, 0.525)
H (1.625, -1.777, 1.025)
H (-3.058, -0.433, -2.878)
H (-3.400, -1.501, -5.113)
H (-1.755, -3.240, -5.865)
C (3.626, 2.865, 3.473)
N (3.486, 2.390, 2.105)
C (4.568, 2.685, 1.184)
C (2.612, 1.429, 1.847)
N (1.809, 0.615, 1.660)
H (3.774, 3.946, 3.470)
H (4.479, 2.398, 3.977)
H (2.724, 2.636, 4.037)
H (4.629, 3.763, 1.022)
H (4.389, 2.193, 0.232)
H (5.526, 2.339, 1.586)
C (-0.731, -0.892, 7.733)
C (-1.570, 0.381, 7.567)
C (-1.851, 0.755, 6.107)
C (-0.695, 1.429, 5.366)
N (0.561, 0.698, 5.384)
C (0.849, -0.374, 4.580)
Se (-0.321, -1.147, 3.448)
N (2.165, -0.698, 4.798)
C (2.942, -1.686, 4.058)
C (2.484, -3.136, 4.237)
C (2.318, -3.565, 5.694)
C (3.620, -3.518, 6.494)
C (2.703, 0.171, 5.734)
C (3.961, 0.256, 6.309)
C (4.165, 1.232, 7.277)
C (3.147, 2.103, 7.651)
C (1.888, 2.028, 7.070)
C (1.682, 1.052, 6.109)
H (-0.870, -1.318, 8.727)
H (0.335, -0.697, 7.607)
H (-1.026, -1.642, 6.996)
H (-1.083, 1.217, 8.081)
H (-2.532, 0.228, 8.061)
H (-2.694, 1.450, 6.062)
H (-2.136, -0.141, 5.555)
H (-0.497, 2.408, 5.805)
H (-0.980, 1.561, 4.319)
H (3.970, -1.584, 4.404)
H (2.906, -1.423, 2.999)
H (3.226, -3.778, 3.749)
H (1.540, -3.267, 3.716)
H (1.930, -4.585, 5.702)
H (1.565, -2.934, 6.172)
H (4.408, -4.070, 5.975)
H (3.482, -3.966, 7.478)
H (3.958, -2.492, 6.643)
H (4.761, -0.416, 6.029)
H (5.132, 1.306, 7.756)
H (3.338, 2.845, 8.416)
H (1.095, 2.701, 7.367)
C (-1.858, 7.618, 2.800)
C (-1.904, 6.511, 1.783)
C (-2.673, 6.589, 0.634)
C (-2.692, 5.562, -0.305)
C (-3.611, 5.721, -1.492)
C (-1.891, 4.419, -0.125)
As (-2.026, 3.029, -1.555)
N (-0.509, 2.019, -1.313)
C (0.112, 1.401, -2.350)
C (1.442, 0.964, -2.136)
C (2.203, 0.446, -3.161)
C (1.671, 0.296, -4.440)
C (0.343, 0.645, -4.664)
C (-0.420, 1.168, -3.642)
C (-1.388, 4.152, -3.082)
C (-0.152, 4.820, -3.054)
C (0.755, 4.914, -1.849)
C (0.303, 5.459, -4.207)
C (-0.419, 5.457, -5.388)
C (0.117, 6.115, -6.630)
C (-1.646, 4.810, -5.395)
C (-2.139, 4.169, -4.268)
C (-3.495, 3.513, -4.376)
C (-1.157, 4.305, 1.066)
C (-0.314, 3.103, 1.411)
C (-1.174, 5.348, 1.986)
H (-2.544, 8.426, 2.547)
H (-0.850, 8.031, 2.866)
H (-2.120, 7.242, 3.791)
H (-3.285, 7.468, 0.457)
H (-4.343, 6.506, -1.306)
H (-4.143, 4.788, -1.693)
H (-3.049, 5.985, -2.388)
H (1.849, 1.071, -1.136)
H (3.232, 0.154, -2.983)
H (2.281, -0.096, -5.243)
H (-0.099, 0.506, -5.644)
H (-1.461, 1.404, -3.821)
H (0.504, 4.193, -1.083)
H (0.705, 5.920, -1.422)
H (1.787, 4.725, -2.152)
H (1.262, 5.965, -4.167)
H (1.110, 6.527, -6.453)
H (-0.532, 6.929, -6.957)
H (0.182, 5.394, -7.447)
H (-2.235, 4.801, -6.307)
H (-3.664, 3.160, -5.394)
H (-4.284, 4.229, -4.133)
H (-3.594, 2.669, -3.695)
H (-0.662, 2.203, 0.914)
H (-0.320, 2.939, 2.491)
H (0.723, 3.260, 1.102)
H (-0.593, 5.242, 2.898)

Its spin multiplicity is 2. The energy above the lowest of the compared OMol25 structures with the same formula, charge and spin is 25.1 kcal/mol.

[2]
ORCA calculation (ωB97M-V/def2-TZVPD) on a cluster of 2 separate species, C11H12BBrF4N in total at a distorted geometry.

Atoms and positions in Å:
C (-1.356, 2.166, 0.588)
C (-0.615, 2.115, -0.353)
C (0.344, 1.700, -1.363)
B (-0.205, 0.529, -2.370)
F (-0.866, -0.474, -1.630)
Br (-1.620, 1.301, -3.704)
C (1.030, -0.050, -3.269)
C (1.735, -1.257, -2.653)
C (0.920, -2.503, -2.675)
F (1.064, -3.333, -1.602)
C (0.044, -2.867, -3.606)
F (-1.076, -3.548, -3.348)
F (0.181, -2.628, -4.913)
H (-1.782, 2.454, 1.514)
H (1.241, 1.334, -0.864)
H (0.569, 2.576, -1.971)
H (0.728, -0.245, -4.295)
H (1.774, 0.748, -3.346)
H (2.084, -1.049, -1.645)
H (2.648, -1.461, -3.230)
N (-1.209, 1.390, 4.841)
C (0.119, 1.301, 4.524)
C (0.371, 0.015, 4.130)
C (-0.855, -0.700, 4.209)
C (-1.810, 0.175, 4.648)
H (-1.672, 2.219, 5.163)
H (0.766, 2.157, 4.603)
H (1.325, -0.371, 3.815)
H (-1.015, -1.736, 3.965)
H (-2.861, 0.040, 4.836)

As for the total energy: -94681.690 eV. Its spin multiplicity is 1. Its total charge is -1.

[3]
ORCA calculation (ωB97M-V/def2-TZVPD) on a structure of composition C19H40BaGeN4SSi3 at a distorted geometry.

Atoms and positions in Å:
Ba (0.033, 0.808, 0.031)
C (3.226, 6.286, -1.356)
C (3.407, 5.771, 0.065)
N (3.449, 4.317, 0.141)
C (2.369, 3.520, 0.098)
S (2.737, 1.810, 0.138)
N (1.210, 4.149, 0.039)
N (0.083, 3.396, 0.008)
C (-1.034, 4.055, -0.041)
C (-1.101, 5.553, -0.064)
C (-2.312, 3.304, -0.079)
C (-3.531, 3.978, -0.014)
C (-4.714, 3.260, -0.060)
C (-4.673, 1.879, -0.170)
C (-3.431, 1.278, -0.222)
N (-2.285, 1.961, -0.178)
H (3.242, 7.376, -1.367)
H (2.275, 5.948, -1.764)
H (4.028, 5.928, -2.003)
H (2.595, 6.119, 0.703)
H (4.342, 6.138, 0.489)
H (4.341, 3.853, 0.144)
H (-0.101, 5.963, -0.136)
H (-1.567, 5.931, 0.849)
H (-1.694, 5.899, -0.911)
H (-3.558, 5.053, 0.072)
H (-5.662, 3.778, -0.010)
H (-5.573, 1.284, -0.213)
H (-3.347, 0.198, -0.304)
C (0.132, -2.242, 3.675)
Si (1.281, -2.770, 2.289)
C (2.828, -1.714, 2.305)
C (1.720, -4.582, 2.464)
Ge (0.149, -2.511, 0.193)
Si (1.413, -2.673, -1.831)
C (3.227, -2.374, -1.489)
C (0.780, -1.355, -3.022)
C (1.125, -4.376, -2.555)
Si (-2.135, -3.189, 0.045)
C (-3.130, -2.424, 1.448)
C (-2.225, -5.057, 0.163)
C (-2.832, -2.635, -1.614)
H (0.624, -2.380, 4.641)
H (-0.787, -2.831, 3.683)
H (-0.147, -1.188, 3.602)
H (3.343, -1.829, 3.261)
H (2.622, -0.647, 2.175)
H (3.523, -2.011, 1.517)
H (2.223, -4.756, 3.419)
H (2.395, -4.905, 1.669)
H (0.833, -5.216, 2.432)
H (3.403, -1.409, -1.011)
H (3.789, -2.387, -2.426)
H (3.641, -3.153, -0.844)
H (1.012, -0.341, -2.674)
H (-0.298, -1.437, -3.185)
H (1.269, -1.455, -3.993)
H (1.437, -5.158, -1.861)
H (1.699, -4.497, -3.477)
H (0.071, -4.536, -2.794)
H (-2.987, -2.990, 2.371)
H (-4.197, -2.446, 1.214)
H (-2.857, -1.388, 1.662)
H (-1.845, -5.410, 1.123)
H (-1.643, -5.535, -0.627)
H (-3.260, -5.395, 0.069)
H (-2.588, -1.599, -1.861)
H (-3.921, -2.731, -1.621)
H (-2.444, -3.261, -2.421)

As for the total energy: -117988.618 eV. Its spin multiplicity is 2. Its total charge is +1.